107
Properties=species:S:1:pos:R:3:forces:R:3:lowdin_charge:R:1 method="wB97M-V/def2-TZVPD" lumo_ha=-0.2371 energy_ev=-176368.575 de_lowest_kcal_mol=29.7 orbital_gap_ev=7.033 total_charge=+2 largest_force_ha_per_bohr=0.0071
Tl -0.67970 -0.19390 0.52901 -0.184 -0.021 0.314 0.672
B -4.11300 0.12668 1.66353 -0.043 0.007 -0.025 -0.403
N -3.69995 -1.22460 0.99144 0.021 0.000 0.056 -0.070
C -4.50249 -2.28445 0.85960 -0.003 0.027 -0.018 -0.043
C -3.73881 -3.41300 0.59937 0.013 0.007 0.018 -0.015
C -2.43416 -2.94691 0.59525 -0.011 -0.035 0.041 -0.170
N -2.41654 -1.62988 0.84133 0.037 0.029 -0.134 -0.109
N -3.48547 1.35918 0.94221 0.013 -0.023 0.028 -0.059
C -4.08586 2.53822 0.75430 0.000 -0.027 -0.026 -0.044
C -3.13621 3.48859 0.41067 0.000 0.007 0.001 -0.022
C -1.94022 2.79048 0.41261 -0.028 0.019 -0.032 -0.152
N -2.15702 1.51154 0.74897 0.032 0.059 -0.058 -0.104
H -3.72081 0.11064 2.80608 0.060 -0.002 0.016 0.068
H -5.30354 0.22156 1.58494 -0.001 0.001 0.009 0.089
H -5.56630 -2.16960 0.98425 -0.004 -0.010 -0.008 0.138
H -4.08494 -4.41924 0.44491 0.004 -0.007 0.000 0.113
H -1.51445 -3.48538 0.42289 -0.012 0.008 0.002 0.118
H -5.15058 2.62545 0.89285 -0.004 0.012 -0.002 0.139
H -3.29754 4.52699 0.18361 0.007 0.008 0.005 0.114
H -0.94437 3.13627 0.17782 0.003 0.004 0.010 0.115
C -1.02178 1.91357 5.35496 -0.007 0.012 0.022 -0.137
C -1.23863 1.60162 3.86495 -0.015 -0.004 -0.028 -0.335
Ge -0.51506 -0.17383 3.54542 0.039 -0.054 -0.019 1.004
C -1.53846 -1.79052 3.89233 -0.021 0.039 0.025 -0.336
C -1.37091 -2.11586 5.38575 -0.011 0.009 0.028 -0.136
C 1.32375 -0.34693 4.07012 -0.024 0.039 -0.001 -0.224
C 2.35601 -0.43530 3.22845 0.004 -0.008 -0.003 -0.325
Ge 2.00256 -0.33474 1.30630 0.037 -0.053 -0.043 0.936
C 2.22666 -1.98403 0.26416 -0.001 0.031 -0.068 -0.357
C 3.66052 -2.48372 0.07018 0.011 0.049 -0.012 -0.139
C 2.36188 1.40381 0.47777 -0.018 -0.016 -0.011 -0.353
C 3.83327 1.77399 0.27859 0.027 -0.033 0.046 -0.132
C 3.77144 -0.57441 3.64212 -0.010 0.001 -0.016 -0.235
C 4.78084 -0.52290 2.68415 0.058 -0.022 0.002 -0.077
C 6.11798 -0.64271 3.03216 -0.003 0.001 0.010 -0.049
C 6.46448 -0.82091 4.36088 -0.002 -0.001 0.017 -0.051
C 5.47032 -0.87850 5.33155 0.002 0.005 -0.012 -0.048
C 4.13953 -0.75716 4.97808 -0.010 -0.010 -0.008 -0.020
H -1.41151 2.90657 5.57842 -0.001 0.000 -0.009 0.088
H 0.03475 1.91014 5.62604 0.001 -0.002 -0.003 0.072
H -1.54653 1.21192 6.00521 0.002 -0.005 -0.006 0.071
H -0.71851 2.32645 3.23788 0.018 -0.025 -0.009 0.067
H -2.29278 1.61367 3.59764 -0.009 0.001 -0.015 0.050
H -1.15768 -2.60326 3.27517 0.035 0.007 -0.022 0.066
H -2.57966 -1.61946 3.63039 -0.020 -0.003 -0.019 0.050
H -0.32834 -2.29359 5.65242 0.000 -0.004 -0.001 0.071
H -1.92771 -3.02140 5.62615 0.000 -0.001 -0.013 0.088
H -1.75974 -1.32353 6.02756 0.005 0.000 -0.005 0.071
H 1.49738 -0.36307 5.14518 0.009 -0.008 -0.002 0.069
H 1.77195 -1.78971 -0.71254 0.003 -0.019 0.076 0.015
H 1.61992 -2.74407 0.76295 0.006 -0.001 0.031 0.068
H 4.26094 -1.76411 -0.48952 0.002 0.004 0.022 0.066
H 3.65236 -3.41368 -0.49859 -0.009 0.000 -0.015 0.085
H 4.15720 -2.68260 1.01778 0.002 -0.012 0.026 0.069
H 1.85860 2.15059 1.09833 0.002 -0.009 0.026 0.076
H 1.85744 1.38085 -0.49117 0.048 -0.028 0.219 -0.007
H 4.36589 1.85035 1.22549 -0.014 0.023 0.005 0.073
H 3.90686 2.74305 -0.21653 -0.001 -0.006 0.007 0.077
H 4.34902 1.04709 -0.35150 -0.007 0.006 0.034 0.070
H 4.54472 -0.38237 1.63360 -0.036 -0.014 -0.019 0.063
H 6.88352 -0.59803 2.26935 -0.002 0.002 -0.005 0.116
H 7.50365 -0.91723 4.64414 0.003 -0.001 -0.004 0.117
H 5.73679 -1.02191 6.36976 0.004 0.000 0.002 0.117
H 3.38862 -0.81321 5.75451 -0.002 -0.011 -0.001 0.109
C -1.35247 -3.07678 -2.50130 -0.006 0.012 0.035 -0.058
C -1.31017 -2.38475 -3.83303 0.016 -0.030 0.038 -0.307
C -1.57828 -3.08373 -5.00646 -0.011 0.010 -0.001 -0.022
C -1.56360 -2.45013 -6.24052 0.004 0.005 0.014 -0.043
C -1.27844 -1.09593 -6.32783 -0.005 -0.023 -0.001 -0.054
C -1.00802 -0.38064 -5.17165 -0.010 0.014 -0.009 -0.106
C -1.02472 -1.02614 -3.93898 -0.009 -0.001 0.020 -0.335
Sb -0.52850 0.25962 -2.33293 0.032 0.102 0.004 1.580
C -1.88097 1.84429 -2.72752 -0.092 -0.050 -0.014 -0.326
C -1.50445 3.13422 -3.08340 0.091 0.020 -0.012 -0.112
C -2.46127 4.10352 -3.34319 0.001 0.003 0.014 -0.060
C -3.80433 3.78320 -3.24000 -0.001 -0.024 0.008 -0.049
C -4.18059 2.49737 -2.88453 0.008 0.006 -0.041 -0.031
C -3.23971 1.50418 -2.62820 -0.007 0.043 0.016 -0.302
C -3.72328 0.12008 -2.29114 -0.021 -0.039 -0.010 -0.053
C 1.54438 0.45487 -2.80737 0.013 -0.105 -0.179 -0.312
C 2.06565 -0.81064 -3.09789 -0.005 0.013 -0.074 -0.148
C 3.41015 -0.98733 -3.37765 0.017 0.048 0.002 -0.062
C 4.24968 0.11652 -3.37990 -0.010 -0.016 -0.007 -0.047
C 3.73679 1.37054 -3.09405 -0.024 0.000 -0.062 -0.041
C 2.38741 1.56839 -2.80098 0.009 0.028 0.026 -0.312
C 1.92373 2.96367 -2.49263 -0.038 0.044 -0.056 -0.052
H -1.61735 -4.12754 -2.60611 0.002 -0.004 -0.013 0.096
H -2.09672 -2.61379 -1.84902 0.020 -0.006 -0.064 0.049
H -0.38241 -3.03284 -1.99157 -0.009 0.013 -0.008 0.071
H -1.80840 -4.14027 -4.94901 0.005 -0.005 0.000 0.121
H -1.77840 -3.01681 -7.13644 0.001 -0.002 -0.001 0.118
H -1.26700 -0.59682 -7.28701 -0.002 0.002 -0.001 0.117
H -0.79027 0.67966 -5.24393 -0.005 -0.001 0.005 0.106
H -0.46527 3.40294 -3.17197 0.016 -0.019 -0.010 0.065
H -2.15265 5.10044 -3.62779 0.000 -0.001 -0.006 0.116
H -4.56021 4.53031 -3.44236 -0.003 -0.002 0.004 0.118
H -5.23249 2.24829 -2.81422 0.000 -0.003 0.006 0.124
H -4.78225 0.13609 -2.03861 -0.001 0.002 0.007 0.098
H -3.20538 -0.30582 -1.42802 0.040 -0.028 0.027 0.026
H -3.59209 -0.56230 -3.13422 0.000 0.003 -0.007 0.091
H 1.41535 -1.67907 -3.13819 -0.009 0.013 -0.019 0.090
H 3.79058 -1.97274 -3.61054 0.003 -0.007 0.002 0.119
H 5.30094 0.00312 -3.60857 0.005 0.002 -0.008 0.119
H 4.39657 2.22956 -3.09994 0.007 0.010 -0.001 0.127
H 2.75569 3.58219 -2.15924 -0.010 0.000 0.006 0.089
H 1.16106 2.98236 -1.70946 -0.044 0.023 -0.062 0.063
H 1.51216 3.43908 -3.38432 0.040 0.009 0.007 0.089

---

117
Properties=species:S:1:pos:R:3:forces:R:3:lowdin_charge:R:1 method="wB97M-V/def2-TZVPD" lumo_ha="0.1139 / 0.1139" energy_ev=-136697.426 orbital_gap_ev="5.269 / 5.270" total_charge=-2 largest_force_ha_per_bohr=0.0104
Tl 0.42522 -0.84724 0.70914 0.172 -0.318 0.368 0.383
C -0.71908 -1.17380 -2.65182 -0.033 -0.026 0.046 -0.053
C -0.52100 -2.32434 -1.69923 -0.049 -0.047 -0.147 -0.340
N -1.26110 -2.33244 -0.63909 0.116 -0.061 0.009 -0.009
N -1.34412 -3.55118 0.00455 -0.150 0.111 0.022 -0.066
C -1.35998 -3.56579 1.28391 0.105 -0.115 0.025 -1.082
S -0.98214 -2.29617 2.39442 -0.270 0.060 0.034 0.528
S -1.93740 -5.14301 1.91699 0.031 -0.009 -0.041 0.870
C -0.94315 -5.39081 3.42098 0.030 0.123 -0.047 -0.468
C 0.41106 -5.99190 3.16998 -0.005 0.048 -0.032 -0.287
C 0.62693 -7.35672 3.33311 -0.003 -0.006 0.020 -0.067
C 1.87556 -7.91371 3.09192 0.001 0.008 0.014 -0.112
C 2.92634 -7.10322 2.68601 -0.021 0.006 -0.005 -0.109
C 2.71631 -5.74020 2.51867 0.046 -0.003 -0.025 -0.074
C 1.46867 -5.18468 2.75385 -0.008 -0.052 0.002 -0.025
C 0.48798 -3.34951 -1.98188 -0.054 -0.021 0.000 -0.153
C 0.58864 -3.93462 -3.24351 0.026 -0.031 -0.040 -0.062
C 1.56879 -4.86272 -3.54164 -0.027 0.031 0.015 -0.133
C 2.50299 -5.17426 -2.54793 0.031 -0.010 0.016 -0.118
C 2.45922 -4.57845 -1.30884 -0.010 -0.019 -0.005 -0.028
C 1.44924 -3.63674 -0.95340 -0.014 0.100 -0.001 -0.410
O 1.46704 -3.03602 0.17800 0.012 -0.008 -0.148 -0.221
H -1.69552 -1.25883 -3.13425 -0.033 -0.012 -0.014 0.075
H -0.71879 -0.21200 -2.13583 -0.047 0.017 -0.033 0.013
H 0.04623 -1.16365 -3.42768 -0.022 0.019 0.019 0.076
H -0.85435 -4.41646 3.89845 0.008 0.014 0.063 0.030
H -1.53928 -6.03485 4.06923 -0.031 -0.013 -0.052 0.065
H -0.19584 -7.98926 3.65104 0.005 -0.001 -0.008 0.102
H 2.02744 -8.97907 3.22312 -0.004 0.003 -0.005 0.088
H 3.90354 -7.53089 2.49537 -0.004 0.000 0.006 0.090
H 3.52744 -5.09857 2.19891 -0.006 0.023 -0.020 0.106
H 1.31289 -4.12469 2.59481 -0.012 0.014 -0.022 0.090
H -0.14440 -3.66672 -3.99870 0.003 0.014 0.003 0.108
H 1.61487 -5.32907 -4.51741 0.001 0.001 0.003 0.078
H 3.29069 -5.89040 -2.76038 -0.004 -0.001 0.004 0.089
H 3.20104 -4.80883 -0.55494 0.014 -0.031 0.046 0.099
C -1.21491 2.96341 5.12099 -0.012 0.028 0.012 -0.057
C -2.25084 1.96067 4.61303 -0.029 0.169 -0.058 -0.553
C -1.67234 0.54855 4.54676 0.048 0.006 -0.011 -0.052
C -3.43551 1.97393 5.57814 -0.011 -0.027 0.015 -0.068
N -2.73012 2.35689 3.25846 0.024 -0.353 0.004 0.003
C -4.07488 2.40880 2.88978 0.032 0.166 0.019 -0.062
C -4.12469 2.45308 1.54798 0.007 0.123 0.013 -0.105
N -2.83554 2.42099 1.06709 -0.032 -0.290 -0.041 0.012
B -2.41653 2.15970 -0.40885 -0.113 0.276 0.126 -0.654
N -3.68198 1.81474 -1.24583 0.230 -0.143 -0.262 0.034
C -4.04166 2.46576 -2.40737 -0.106 0.056 0.070 -0.082
C -4.84360 1.65906 -3.11822 -0.106 0.009 0.080 -0.075
N -4.97910 0.46412 -2.40543 0.414 -0.138 -0.308 -0.012
C -4.27475 0.58021 -1.22724 -0.334 0.081 0.235 -0.713
S -4.26217 -0.45271 0.10018 0.054 -0.024 -0.116 0.657
C -5.56952 -0.75048 -3.03396 -0.150 0.182 0.177 -0.550
C -5.30208 -0.68672 -4.54400 -0.039 0.011 -0.005 -0.055
C -7.07457 -0.72948 -2.76338 -0.027 -0.057 0.025 -0.039
C -4.96800 -2.05673 -2.51776 0.010 -0.024 -0.064 -0.081
N -1.78371 3.49860 -0.93642 0.047 -0.079 0.171 0.029
C -1.83717 4.68246 -0.23257 -0.051 0.015 -0.082 -0.066
C -0.94778 5.53180 -0.76637 -0.085 0.012 -0.088 -0.070
N -0.31340 4.86911 -1.81509 0.233 -0.049 0.217 -0.007
C -0.85800 3.61044 -1.92306 -0.045 0.031 -0.150 -0.704
S -0.60502 2.43408 -3.11850 0.046 -0.017 0.040 0.615
C 0.87590 5.49172 -2.45821 -0.143 -0.008 -0.077 -0.548
C 1.77264 6.06084 -1.34931 -0.016 0.000 0.023 -0.041
C 1.72236 4.51720 -3.27022 0.002 -0.015 0.023 -0.097
C 0.37337 6.61119 -3.37163 0.018 0.016 -0.023 -0.038
C -1.97447 2.34238 2.11200 0.049 0.212 -0.071 -0.697
S -0.28883 2.31340 1.94335 -0.064 -0.078 0.068 0.584
H -0.88629 2.65588 6.11636 0.006 0.015 0.000 0.082
H -1.65390 3.96248 5.19046 -0.005 -0.010 0.001 0.083
H -0.35291 3.00250 4.46094 0.004 -0.010 -0.023 0.027
H -1.41975 0.20563 5.55280 -0.012 0.007 0.005 0.090
H -0.76709 0.53411 3.94110 -0.009 -0.016 -0.001 0.038
H -2.39167 -0.14308 4.10501 -0.004 0.004 0.016 0.075
H -3.05322 1.78219 6.58113 -0.001 -0.008 -0.004 0.082
H -4.16279 1.19548 5.34336 -0.001 0.008 -0.024 0.083
H -3.93680 2.94434 5.58655 0.011 0.002 0.020 0.080
H -4.87375 2.42092 3.60453 -0.001 -0.038 -0.006 0.098
H -4.97159 2.48724 0.88734 -0.004 -0.049 0.007 0.111
H -1.61256 1.27225 -0.46431 -0.034 -0.027 -0.027 0.080
H -3.68963 3.45672 -2.63046 0.052 -0.034 -0.036 0.112
H -5.34043 1.83546 -4.05285 0.060 -0.015 -0.019 0.101
H -5.91529 0.06322 -5.04666 0.015 0.003 0.010 0.069
H -5.53912 -1.65641 -4.98219 -0.026 0.013 -0.014 0.079
H -4.25248 -0.46405 -4.73961 0.006 -0.032 0.001 0.092
H -7.51399 0.21155 -3.10237 0.007 -0.005 -0.013 0.078
H -7.25630 -0.83489 -1.69299 0.006 0.017 0.000 0.082
H -7.56732 -1.55248 -3.28746 0.005 -0.005 0.017 0.081
H -3.88057 -2.05502 -2.58479 0.049 0.016 -0.007 0.073
H -5.35837 -2.86406 -3.14364 0.026 0.006 0.006 0.081
H -5.21950 -2.24907 -1.48243 -0.019 0.015 0.033 0.022
H -2.49656 4.81186 0.60606 0.022 -0.006 0.014 0.121
H -0.71301 6.54308 -0.49515 0.033 -0.012 0.028 0.105
H 1.96590 5.30010 -0.59186 0.016 -0.008 -0.019 0.102
H 1.33400 6.92928 -0.85781 -0.012 -0.006 0.002 0.068
H 2.72371 6.37131 -1.78360 -0.006 0.014 0.001 0.080
H 2.00370 3.64968 -2.67730 0.019 0.017 0.007 0.051
H 2.62794 5.05080 -3.57013 -0.006 -0.010 -0.015 0.082
H 1.20453 4.15340 -4.15098 -0.016 -0.002 -0.003 0.037
H -0.22245 7.33628 -2.81369 0.000 -0.001 0.002 0.074
H -0.24552 6.19169 -4.16610 0.001 0.000 0.003 0.087
H 1.21796 7.13556 -3.82466 0.000 -0.010 0.001 0.082
I 2.71560 -0.13070 2.18513 0.169 0.193 0.001 0.150
I 5.10592 0.22185 3.92994 0.072 0.007 0.061 -0.347
N 2.20231 -0.53969 -1.82809 -0.059 0.013 -0.148 0.106
C 3.49067 -0.16254 -1.46078 -0.028 -0.017 0.049 -0.351
C 4.37204 -1.10746 -0.93381 0.017 -0.008 -0.015 -0.068
C 5.61402 -0.71240 -0.46887 0.000 -0.003 0.011 -0.111
C 6.00566 0.61974 -0.52198 -0.010 0.000 -0.014 -0.123
C 5.13066 1.55667 -1.05393 -0.005 -0.025 -0.001 -0.105
C 3.88388 1.17335 -1.52200 0.018 0.030 0.011 -0.044
H 1.72591 0.08405 -2.46407 0.003 0.054 0.059 0.074
H 2.08970 -1.51448 -2.07417 0.017 0.019 -0.022 0.074
H 4.04723 -2.13861 -0.84677 0.003 0.013 0.006 0.104
H 6.27030 -1.45055 -0.02424 0.005 0.004 -0.003 0.100
H 6.96501 0.92535 -0.12561 -0.004 -0.002 0.008 0.089
H 5.40977 2.60342 -1.08652 0.003 -0.001 0.001 0.094
H 3.19172 1.91271 -1.90871 -0.023 -0.009 0.001 0.090